Entry 1:
Below is a 6-piece molecular cluster, C25H55N2O5 overall, with properties calculated with wB97M-V/def2-TZVPD.

Its HOMO energy is -10.818 eV. The LUMO energy comes out at -0.13775 Eh. The calculation puts the frontier orbital gap at 7.070 eV. As for the calculated total energy: -1470.9335 hartree. Its spin multiplicity is 1. Its charge is +1.

Each line ends with the Löwdin charge.
Element x y z (Å)
N (2.2108, 0.6873, 7.2132)  0.012
C (1.9762, 1.4842, 6.0008)  -0.280
C (1.5007, 2.9229, 6.2296)  -0.185
C (0.2913, 3.0531, 7.1553)  -0.187
C (-1.0516, 2.7711, 6.4335)  -0.179
C (-1.4477, 1.3352, 6.6695)  -0.154
N (-2.6591, 0.9164, 5.8693)  0.205
H (1.3816, 0.1716, 7.4755)  0.047
H (2.4958, 1.2653, 7.9943)  0.074
H (2.9010, 1.4958, 5.4342)  0.102
H (1.2569, 0.9822, 5.3505)  0.086
H (2.3208, 3.5045, 6.6424)  0.118
H (1.2248, 3.3519, 5.2683)  0.096
H (0.3666, 2.3598, 7.9915)  0.100
H (0.2541, 4.0523, 7.5762)  0.116
H (-1.8091, 3.4469, 6.8235)  0.119
H (-0.9270, 2.9931, 5.3738)  0.114
H (-0.6345, 0.6716, 6.4047)  0.112
H (-1.6786, 1.1936, 7.7191)  0.140
H (-2.4014, 0.7124, 4.9019)  0.175
H (-3.4120, 1.6059, 5.8998)  0.175
H (-3.0329, 0.0457, 6.2578)  0.175
C (2.8541, 2.8941, 0.5854)  -0.165
C (1.4471, 3.0396, 1.1451)  -0.157
C (1.4950, 2.0943, 2.3358)  -0.215
O (2.8421, 2.0973, 2.8127)  -0.155
C (3.6850, 2.7532, 1.8516)  -0.184
H (3.1671, 3.7337, -0.0323)  0.117
H (2.9200, 1.9858, -0.0164)  0.113
H (1.2824, 4.0660, 1.4841)  0.117
H (0.6667, 2.7846, 0.4299)  0.103
H (1.2371, 1.0707, 2.0405)  0.104
H (0.8249, 2.4015, 3.1467)  0.092
H (3.9761, 3.7293, 2.2527)  0.119
H (4.5851, 2.1571, 1.7055)  0.120
C (1.1192, 2.5536, -4.3610)  -0.164
C (-0.2936, 2.7020, -3.8077)  -0.162
C (-0.2590, 1.7615, -2.6143)  -0.199
O (1.0899, 1.7690, -2.1301)  -0.163
C (1.9397, 2.4129, -3.0879)  -0.199
H (1.4393, 3.3944, -4.9760)  0.117
H (1.1903, 1.6442, -4.9556)  0.089
H (-0.4513, 3.7320, -3.4751)  0.114
H (-1.0733, 2.4465, -4.5225)  0.107
H (-0.5165, 0.7401, -2.9106)  0.109
H (-0.9289, 2.0715, -1.8085)  0.109
H (2.2312, 3.3919, -2.6891)  0.112
H (2.8403, 1.8138, -3.2253)  0.119
C (-1.6584, -1.2967, -6.9849)  -0.168
C (-0.6625, -0.6213, -7.9221)  -0.160
C (-0.1825, 0.5508, -7.0803)  -0.204
O (-0.2452, 0.1210, -5.7136)  -0.181
C (-0.9836, -1.1078, -5.6361)  -0.196
H (-1.8473, -2.3393, -7.2163)  0.097
H (-2.6127, -0.7629, -7.0077)  0.119
H (0.1690, -1.2975, -8.1331)  0.117
H (-1.0946, -0.3080, -8.8710)  0.114
H (-0.8354, 1.4228, -7.2013)  0.120
H (0.8402, 0.8508, -7.3131)  0.118
H (-0.2818, -1.9220, -5.4270)  0.124
H (-1.6939, -1.0426, -4.8102)  0.106
C (1.3354, -2.3162, 1.8354)  -0.167
C (1.4128, -1.6384, 3.1998)  -0.192
C (1.2758, -2.8245, 4.1454)  -0.218
O (1.8516, -3.9397, 3.4763)  -0.131
C (2.0839, -3.6151, 2.1008)  -0.192
H (1.7748, -1.7324, 1.0281)  0.113
H (0.2946, -2.5260, 1.5765)  0.114
H (2.3879, -1.1636, 3.3285)  0.119
H (0.6439, -0.8793, 3.3574)  0.087
H (0.2199, -3.0500, 4.3508)  0.111
H (1.7886, -2.6729, 5.0969)  0.116
H (3.1605, -3.4908, 1.9502)  0.121
H (1.7404, -4.4396, 1.4769)  0.119
C (-3.6977, -5.9809, -4.7860)  -0.168
C (-4.4098, -4.7119, -4.3282)  -0.169
C (-3.4488, -3.6306, -4.8016)  -0.215
O (-2.8194, -4.1380, -5.9806)  -0.161
C (-3.1017, -5.5365, -6.1135)  -0.194
H (-4.3561, -6.8417, -4.8879)  0.113
H (-2.9031, -6.2404, -4.0829)  0.114
H (-5.3692, -4.6145, -4.8408)  0.115
H (-4.5920, -4.6725, -3.2553)  0.111
H (-2.6749, -3.4305, -4.0515)  0.115
H (-3.9499, -2.6911, -5.0410)  0.117
H (-3.8142, -5.6707, -6.9335)  0.120
H (-2.1813, -6.0631, -6.3653)  0.119

Entry 2:
Below is a 12-piece molecular cluster, C25H55NO44S11Si overall, with properties calculated with wB97M-V/def2-TZVPD.

For the relative energy (zero: lowest compared OMol25 entry of this formula, charge and spin), the calculation gives 0.00 kJ/mol. Its HOMO energy is -9.385 eV. The LUMO energy comes out at -0.00017 Eh. The calculation puts the frontier orbital gap at 9.380 eV. As for the calculated total energy: -9020.2166 hartree. Its spin multiplicity is 1. The SMILES is O=S1(=O)OCCO1.O=S1(=O)OCCO1.O=S1(=O)OCCO1.O=S1(=O)OCCO1.O=S1(=O)OCCO1.O=S1(=O)OCCO1.O=S1(=O)OCCO1.O=S1(=O)OCCO1.O=S1(=O)OCCO1.O=S1(=O)OCCO1.O=S1(=O)OCCO1.NCCC[SiH3].

Each line ends with the Löwdin charge.
Element x y z (Å)
O (-1.7103, -4.7911, -2.7593)  -0.231
S (-0.3332, -4.7383, -3.1005)  0.550
O (0.2603, -3.5239, -3.5190)  -0.229
O (-0.0478, -5.8718, -4.1830)  -0.187
C (0.9921, -6.7551, -3.7210)  -0.144
C (0.8549, -6.7344, -2.2147)  -0.146
O (0.5357, -5.3555, -1.9254)  -0.199
H (1.9550, -6.3585, -4.0459)  0.136
H (0.8369, -7.7416, -4.1468)  0.137
H (1.7650, -7.0194, -1.7043)  0.093
H (0.0297, -7.3636, -1.8775)  0.140
O (2.9095, -8.6112, -1.0213)  -0.239
S (3.7096, -9.5125, -0.2639)  0.594
O (3.1901, -10.7694, 0.1178)  -0.203
O (4.2646, -8.7265, 0.9977)  -0.183
C (5.7082, -8.7821, 1.0340)  -0.154
C (6.1003, -8.8667, -0.4246)  -0.142
O (5.1022, -9.7350, -0.9944)  -0.181
H (6.0151, -9.6655, 1.5884)  0.114
H (6.0876, -7.8924, 1.5260)  0.136
H (7.0827, -9.3027, -0.5745)  0.140
H (6.0438, -7.8965, -0.9209)  0.134
O (-6.7295, -1.3322, -3.0704)  -0.233
S (-6.8525, -2.7478, -3.1112)  0.580
O (-8.1220, -3.3543, -2.9557)  -0.214
O (-5.8146, -3.3580, -2.0744)  -0.184
C (-4.9282, -4.2869, -2.7358)  -0.142
C (-4.8301, -3.7468, -4.1437)  -0.151
O (-6.1789, -3.3043, -4.4316)  -0.183
H (-5.3770, -5.2808, -2.6998)  0.137
H (-3.9668, -4.2945, -2.2341)  0.109
H (-4.5366, -4.4971, -4.8702)  0.141
H (-4.1583, -2.8967, -4.2052)  0.102
O (9.5967, -10.2878, 4.7182)  -0.201
S (8.3367, -9.7502, 4.3737)  0.591
O (7.9618, -9.6034, 3.0127)  -0.230
O (8.1497, -8.3642, 5.1371)  -0.185
C (6.9518, -8.3788, 5.9316)  -0.151
C (6.7847, -9.8360, 6.3102)  -0.151
O (7.1722, -10.5399, 5.1180)  -0.184
H (6.1204, -8.0208, 5.3225)  0.133
H (7.0888, -7.7278, 6.7896)  0.137
H (5.7608, -10.0977, 6.5580)  0.137
H (7.4512, -10.1254, 7.1237)  0.136
O (3.1175, 1.9715, 0.9783)  -0.225
S (2.7100, 2.9853, 0.0726)  0.562
O (2.5025, 4.3118, 0.5321)  -0.228
O (1.4246, 2.4774, -0.7069)  -0.199
C (1.6455, 2.5123, -2.1303)  -0.141
C (3.1363, 2.2843, -2.2680)  -0.138
O (3.6983, 3.0283, -1.1683)  -0.180
H (1.3472, 3.4913, -2.5071)  0.122
H (1.0498, 1.7349, -2.5992)  0.131
H (3.5433, 2.6678, -3.1983)  0.126
H (3.3978, 1.2320, -2.1487)  0.136
O (3.3778, 3.6587, 7.2709)  -0.209
S (2.9582, 4.6055, 6.3074)  0.589
O (2.7683, 5.9647, 6.6721)  -0.230
O (1.6504, 4.0638, 5.5834)  -0.177
C (1.8314, 4.0585, 4.1498)  -0.140
C (3.3134, 3.8243, 3.9706)  -0.150
O (3.9142, 4.5867, 5.0342)  -0.192
H (1.5259, 5.0298, 3.7607)  0.120
H (1.2236, 3.2741, 3.7099)  0.137
H (3.6874, 4.1836, 3.0172)  0.122
H (3.5765, 2.7737, 4.0993)  0.136
O (0.5392, 8.6061, 2.8417)  -0.205
S (1.9049, 8.3809, 2.5505)  0.582
O (2.3023, 7.9656, 1.2535)  -0.226
O (2.4892, 7.3446, 3.6027)  -0.202
C (3.6242, 7.9034, 4.2828)  -0.158
C (3.3514, 9.3884, 4.3045)  -0.134
O (2.7805, 9.6337, 2.9976)  -0.183
H (4.5244, 7.6790, 3.7074)  0.140
H (3.6976, 7.4534, 5.2670)  0.106
H (4.2498, 9.9859, 4.4207)  0.137
H (2.6204, 9.6615, 5.0665)  0.139
O (-5.9595, 4.7734, -2.4726)  -0.213
S (-6.8334, 4.0834, -1.5991)  0.584
O (-7.7152, 4.8065, -0.7528)  -0.232
O (-5.9727, 3.0617, -0.7309)  -0.191
C (-6.4825, 1.7214, -0.8775)  -0.146
C (-7.0703, 1.7055, -2.2703)  -0.157
O (-7.6832, 3.0067, -2.3935)  -0.180
H (-7.2423, 1.5507, -0.1137)  0.135
H (-5.6691, 1.0131, -0.7556)  0.136
H (-7.8204, 0.9343, -2.4051)  0.124
H (-6.3011, 1.6038, -3.0357)  0.136
O (-9.2500, 8.9910, 3.6484)  -0.220
S (-8.6790, 7.7387, 3.9817)  0.583
O (-8.8642, 7.1779, 5.2685)  -0.221
O (-7.1227, 7.7938, 3.6309)  -0.190
C (-6.7709, 6.7337, 2.7276)  -0.154
C (-8.0317, 6.5006, 1.9237)  -0.158
O (-9.0825, 6.6447, 2.8983)  -0.187
H (-6.4935, 5.8541, 3.3110)  0.133
H (-5.9316, 7.0505, 2.1158)  0.136
H (-8.0806, 5.5133, 1.4808)  0.109
H (-8.1626, 7.2553, 1.1475)  0.138
O (3.0747, 4.9629, -4.5192)  -0.232
S (3.2551, 6.3281, -4.1798)  0.584
O (3.8960, 7.2164, -5.0752)  -0.210
O (3.9500, 6.3905, -2.7483)  -0.186
C (3.1505, 7.1576, -1.8285)  -0.153
C (1.7346, 6.9499, -2.3162)  -0.144
O (1.8614, 6.9688, -3.7495)  -0.184
H (3.4507, 8.2043, -1.8876)  0.138
H (3.3031, 6.7874, -0.8198)  0.111
H (1.0575, 7.7379, -2.0032)  0.141
H (1.3396, 5.9796, -2.0106)  0.122
O (-2.7473, -2.2995, -5.7123)  -0.227
S (-3.0356, -1.1693, -6.5219)  0.591
O (-3.1777, 0.1108, -5.9406)  -0.202
O (-4.3099, -1.5204, -7.4108)  -0.184
C (-4.0165, -1.3545, -8.8072)  -0.149
C (-2.5364, -1.6642, -8.9038)  -0.153
O (-1.9875, -1.0703, -7.7166)  -0.181
H (-4.2369, -0.3253, -9.0931)  0.136
H (-4.6331, -2.0391, -9.3818)  0.136
H (-2.0624, -1.2188, -9.7729)  0.136
H (-2.3434, -2.7380, -8.8835)  0.135
N (-1.0274, -1.0638, 4.5047)  -0.008
C (-0.0128, -1.7789, 3.7338)  -0.314
C (-0.6083, -2.2828, 2.4226)  -0.275
C (-0.5793, -1.2168, 1.2996)  -0.389
Si (0.4455, -1.7028, -0.1833)  0.669
H (-1.3915, -0.2810, 3.9802)  0.059
H (-0.6628, -0.7277, 5.3826)  0.060
H (0.8661, -1.1585, 3.5159)  0.102
H (0.3277, -2.6199, 4.3383)  0.105
H (-1.6491, -2.5248, 2.6456)  0.103
H (-0.1183, -3.2102, 2.1241)  0.086
H (-1.5963, -0.9834, 0.9806)  0.065
H (-0.1523, -0.2876, 1.6896)  0.058
H (0.5827, -0.5095, -1.0603)  -0.076
H (-0.2006, -2.7592, -0.9726)  -0.078
H (1.8082, -2.0902, 0.2521)  -0.058